{
  "formula": "C3H3N3O",
  "method": "the ωB97M-V functional and the def2-TZVPD basis",
  "smiles": "O=c1nccn[nH]1",
  "e_above_lowest_kj_mol": 534.2,
  "species": ["O", "C", "N", "N", "C", "C", "N", "H", "H", "H"],
  "coordinates": [[-1.526, -1.758, 0.715], [-0.730, -0.957, 0.333], [-0.322, -0.768, -1.019], [0.957, -0.339, -0.589], [0.713, 1.033, -0.439], [0.385, 1.082, 0.891], [0.077, -0.196, 1.253], [-0.321, -1.679, -1.472], [0.454, 1.684, -1.274], [0.312, 1.897, 1.602]]
}



{
  "formula": "C60H78F4N14O8S4",
  "method": "the ωB97M-V functional and the def2-TZVPD basis",
  "e_above_lowest_kj_mol": 0.0,
  "charge": 8,
  "species": ["C", "C", "N", "C", "C", "N", "C", "C", "H", "H", "H", "H", "H", "H", "H", "H", "H", "H", "H", "C", "C", "N", "C", "C", "N", "C", "C", "H", "H", "H", "H", "H", "H", "H", "H", "H", "H", "H", "C", "N", "C", "C", "C", "C", "C", "C", "C", "C", "N", "C", "C", "C", "H", "H", "H", "H", "H", "H", "H", "H", "H", "H", "H", "H", "H", "H", "C", "N", "C", "C", "C", "C", "C", "C", "C", "C", "N", "C", "C", "C", "H", "H", "H", "H", "H", "H", "H", "H", "H", "H", "H", "H", "H", "H", "C", "N", "C", "C", "C", "C", "C", "C", "C", "C", "N", "C", "C", "C", "H", "H", "H", "H", "H", "H", "H", "H", "H", "H", "H", "H", "H", "H", "C", "N", "C", "C", "C", "C", "C", "C", "C", "C", "N", "C", "C", "C", "H", "H", "H", "H", "H", "H", "H", "H", "H", "H", "H", "H", "H", "H", "N", "S", "O", "O", "F", "S", "O", "O", "F", "N", "S", "O", "O", "F", "S", "O", "O", "F"],
  "coordinates": [[4.036, 4.120, -0.089], [4.673, 5.485, 0.112], [4.897, 6.251, -1.118], [5.710, 5.897, -2.177], [5.559, 6.833, -3.130], [4.549, 7.678, -2.716], [4.204, 7.316, -1.488], [4.108, 8.883, -3.421], [4.047, 3.531, 0.821], [4.566, 3.622, -0.909], [3.052, 4.287, -0.529], [5.656, 5.490, 0.587], [4.071, 6.124, 0.761], [6.406, 5.079, -2.125], [6.103, 7.013, -4.042], [3.583, 7.944, -0.862], [3.036, 8.828, -3.600], [4.639, 9.039, -4.352], [4.263, 9.723, -2.745], [2.509, -1.964, 3.123], [3.536, -2.776, 2.347], [4.015, -2.072, 1.150], [4.514, -0.795, 1.116], [4.842, -0.535, -0.171], [4.635, -1.690, -0.885], [4.104, -2.591, -0.068], [5.019, -1.876, -2.286], [1.839, -2.644, 3.649], [1.868, -1.338, 2.498], [3.003, -1.297, 3.828], [3.050, -3.675, 1.969], [4.399, -3.041, 2.954], [4.723, -0.153, 1.956], [5.259, 0.374, -0.567], [3.812, -3.598, -0.307], [4.352, -2.611, -2.728], [6.051, -2.213, -2.351], [4.912, -0.901, -2.752], [-1.396, 0.806, -4.148], [-0.229, 0.004, -4.593], [-0.398, -1.312, -4.766], [0.568, -2.047, -5.420], [1.772, -1.436, -5.807], [1.931, -0.101, -5.463], [0.950, 0.607, -4.795], [2.836, -2.201, -6.547], [2.487, -3.268, -7.366], [3.495, -3.964, -8.007], [4.763, -3.558, -7.946], [5.098, -2.482, -7.200], [4.176, -1.807, -6.438], [5.904, -4.333, -8.549], [-1.014, 1.780, -3.861], [-1.873, 0.309, -3.312], [-2.059, 0.887, -5.007], [-1.373, -1.713, -4.534], [0.326, -3.075, -5.651], [2.889, 0.390, -5.572], [0.997, 1.686, -4.754], [1.442, -3.531, -7.390], [3.315, -4.895, -8.531], [6.150, -2.232, -7.224], [4.545, -1.002, -5.821], [6.577, -4.627, -7.754], [6.299, -3.665, -9.314], [5.503, -5.180, -9.100], [-2.845, 11.525, -1.624], [-3.038, 10.050, -1.549], [-3.448, 9.543, -0.381], [-3.532, 8.173, -0.220], [-3.175, 7.322, -1.255], [-2.819, 7.901, -2.470], [-2.693, 9.270, -2.591], [-3.304, 5.843, -1.117], [-2.275, 4.996, -1.547], [-2.402, 3.630, -1.424], [-3.553, 3.138, -0.902], [-4.598, 3.924, -0.580], [-4.456, 5.286, -0.578], [-3.843, 1.673, -0.965], [-2.047, 11.835, -0.951], [-3.768, 11.996, -1.291], [-2.585, 11.828, -2.632], [-3.856, 10.219, 0.359], [-3.897, 7.833, 0.741], [-2.632, 7.343, -3.378], [-2.248, 9.785, -3.429], [-1.356, 5.464, -1.875], [-1.619, 2.888, -1.531], [-5.426, 3.424, -0.094], [-5.304, 5.902, -0.307], [-3.011, 1.067, -1.296], [-4.771, 1.616, -1.529], [-4.146, 1.456, 0.063], [-6.412, -6.332, 5.101], [-5.608, -5.176, 4.628], [-5.762, -4.778, 3.344], [-4.891, -3.845, 2.812], [-3.815, -3.399, 3.575], [-3.693, -3.808, 4.914], [-4.621, -4.702, 5.405], [-2.988, -2.223, 3.062], [-2.747, -1.234, 4.015], [-2.220, -0.025, 3.660], [-1.892, 0.229, 2.386], [-2.119, -0.670, 1.422], [-2.510, -1.985, 1.746], [-1.454, 1.615, 2.049], [-6.550, -6.230, 6.178], [-5.901, -7.259, 4.862], [-7.440, -6.292, 4.743], [-6.566, -5.257, 2.801], [-4.961, -3.584, 1.765], [-2.889, -3.412, 5.517], [-4.622, -5.027, 6.437], [-3.133, -1.252, 5.027], [-2.031, 0.775, 4.365], [-1.928, -0.375, 0.401], [-2.631, -2.759, 1.002], [-1.108, 1.596, 1.021], [-0.612, 1.856, 2.697], [-2.232, 2.351, 2.237], [-1.164, -8.495, -0.497], [-1.363, -8.201, 0.942], [-2.620, -8.235, 1.433], [-2.882, -7.965, 2.749], [-1.819, -7.599, 3.591], [-0.549, -7.507, 3.048], [-0.343, -7.800, 1.713], [-2.052, -7.473, 5.053], [-1.655, -6.365, 5.840], [-1.680, -6.522, 7.218], [-2.112, -7.642, 7.819], [-2.422, -8.719, 7.105], [-2.477, -8.612, 5.721], [-2.075, -7.675, 9.314], [-1.904, -8.012, -1.125], [-1.140, -9.583, -0.567], [-0.182, -8.147, -0.809], [-3.357, -8.582, 0.720], [-3.849, -8.164, 3.192], [0.295, -7.314, 3.699], [0.643, -7.827, 1.272], [-1.169, -5.493, 5.426], [-1.382, -5.711, 7.870], [-2.775, -9.618, 7.595], [-2.836, -9.514, 5.238], [-2.389, -8.645, 9.691], [-2.743, -6.913, 9.709], [-1.047, -7.493, 9.621], [1.316, 6.681, 2.688], [1.441, 8.265, 2.470], [0.199, 8.965, 2.431], [2.538, 8.656, 1.638], [1.931, 8.674, 3.913], [0.570, 6.286, 1.321], [1.517, 6.209, 0.252], [-0.763, 6.736, 1.081], [0.360, 4.716, 1.676], [0.008, 0.682, -1.298], [1.274, 1.482, -0.725], [2.398, 1.734, -1.552], [1.553, 1.274, 0.660], [0.586, 2.928, -0.743], [0.717, -0.836, -1.331], [0.813, -1.587, -0.122], [1.792, -0.981, -2.255], [-0.503, -1.568, -2.091]]
}



{
  "formula": "CH9N6",
  "method": "the ωB97M-V functional and the def2-TZVPD basis",
  "e_above_lowest_kj_mol": 402.0,
  "charge": 1,
  "species": ["C", "N", "N", "N", "N", "N", "N", "H", "H", "H", "H", "H", "H", "H", "H", "H"],
  "coordinates": [[0.214, -0.522, -1.350], [0.989, 0.442, -1.584], [1.861, 0.954, -0.845], [1.841, 2.200, -0.547], [0.920, -0.564, 1.126], [0.054, -1.042, 0.237], [-2.496, -0.822, 0.749], [-0.146, -1.307, -2.101], [1.231, 2.837, -0.978], [2.658, 2.387, -0.073], [1.895, -0.859, 1.109], [0.758, 0.300, 1.657], [-1.039, -1.106, 0.534], [-2.916, -1.452, 1.483], [-2.711, -1.382, -0.149], [-3.112, -0.064, 0.734]]
}



{
  "formula": "C34H41IrN10P",
  "method": "the ωB97M-V functional and the def2-TZVPD basis",
  "s_squared": 0.7667,
  "multiplicity": 2,
  "charge": 2,
  "species": ["Ir", "C", "C", "C", "N", "C", "C", "C", "C", "C", "C", "C", "N", "C", "C", "C", "N", "C", "C", "C", "C", "C", "C", "C", "N", "C", "C", "H", "H", "H", "H", "H", "H", "H", "H", "H", "H", "H", "H", "H", "H", "H", "H", "H", "H", "H", "H", "H", "H", "H", "H", "H", "H", "C", "N", "C", "C", "N", "C", "P", "C", "N", "C", "C", "N", "C", "C", "N", "C", "C", "N", "C", "H", "H", "H", "H", "H", "H", "H", "H", "H", "H", "H", "H", "H", "H", "H"],
  "coordinates": [[0.195, -0.092, 0.059], [-2.078, 1.765, 2.845], [-3.389, 1.616, 2.060], [-2.610, 1.512, -0.341], [-1.188, 1.649, -0.137], [-0.608, 2.857, -0.064], [-1.325, 4.062, -0.034], [-0.909, 5.385, -0.005], [0.357, 5.922, 0.133], [1.521, 5.195, 0.292], [1.722, 3.825, 0.216], [0.841, 2.767, -0.049], [1.301, 1.533, -0.308], [2.736, 1.387, -0.601], [3.056, 0.058, -1.285], [3.177, -1.030, -0.263], [2.000, -0.970, 0.590], [2.120, -1.526, 1.789], [3.124, -2.461, 2.090], [3.483, -3.071, 3.283], [3.043, -2.813, 4.568], [2.049, -1.911, 4.901], [1.178, -1.204, 4.085], [1.066, -1.126, 2.686], [-0.014, -0.632, 2.062], [-1.251, -0.686, 2.873], [-1.708, 0.543, 3.671], [-2.163, 2.631, 3.503], [-1.257, 1.969, 2.163], [-3.746, 2.610, 1.777], [-4.164, 1.179, 2.695], [-3.160, 2.428, -0.533], [-1.837, 0.782, -2.086], [-2.399, 3.962, -0.070], [-1.717, 6.106, -0.066], [0.438, 7.000, 0.159], [2.414, 5.774, 0.496], [2.746, 3.522, 0.376], [3.337, 1.486, 0.311], [3.030, 2.205, -1.265], [3.975, 0.138, -1.868], [2.263, -0.213, -1.966], [4.057, -0.841, 0.361], [3.323, -2.008, -0.741], [3.679, -2.809, 1.230], [4.254, -3.828, 3.189], [3.527, -3.341, 5.378], [1.895, -1.753, 5.963], [0.476, -0.588, 4.625], [-1.108, -1.500, 3.585], [-2.053, -1.033, 2.225], [-0.926, 0.827, 4.376], [-2.568, 0.230, 4.271], [-1.392, -1.317, -5.583], [-0.691, -0.680, -4.464], [0.333, 0.208, -4.584], [0.697, 0.551, -3.314], [-0.068, -0.135, -2.411], [-0.925, -0.866, -3.140], [-2.338, -1.846, -2.542], [-3.149, -0.564, -1.513], [-2.683, 0.668, -1.543], [-3.224, 0.747, 0.809], [-4.388, -0.064, 0.387], [-4.182, -0.866, -0.693], [-5.018, -2.058, -0.920], [-1.472, -2.639, -1.167], [-0.775, -2.075, -0.172], [-0.288, -3.124, 0.573], [-0.691, -4.304, 0.030], [-1.436, -3.989, -1.064], [-2.065, -4.958, -1.964], [-0.992, -0.916, -6.508], [-2.457, -1.104, -5.536], [-1.232, -2.393, -5.567], [0.708, 0.526, -5.542], [1.439, 1.266, -3.008], [-2.431, 0.015, 0.975], [-5.295, -0.196, 0.958], [-5.959, -1.911, -0.400], [-4.529, -2.948, -0.522], [-5.214, -2.179, -1.982], [0.311, -2.981, 1.448], [-0.507, -5.322, 0.328], [-1.741, -5.952, -1.673], [-1.760, -4.778, -2.991], [-3.150, -4.905, -1.892]]
}



{
  "formula": "H80O40",
  "method": "the ωB97M-V functional and the def2-TZVPD basis",
  "e_above_lowest_kj_mol": 761.9,
  "species": ["H", "H", "O", "H", "H", "O", "H", "H", "O", "H", "H", "O", "H", "H", "O", "H", "O", "H", "O", "H", "H", "O", "H", "H", "O", "H", "H", "O", "H", "H", "O", "H", "O", "H", "H", "O", "H", "H", "O", "H", "H", "O", "H", "H", "O", "H", "H", "O", "H", "H", "O", "H", "O", "H", "H", "O", "H", "O", "H", "H", "O", "H", "H", "O", "H", "H", "O", "H", "H", "O", "H", "H", "O", "H", "H", "O", "H", "H", "O", "H", "H", "O", "H", "H", "O", "H", "H", "O", "H", "O", "H", "H", "O", "H", "H", "H", "H", "H", "H", "O", "H", "H", "O", "H", "H", "O", "H", "H", "O", "H", "H", "O", "H", "H", "O", "H", "H", "O", "H", "H"],
  "coordinates": [[4.534, 3.854, 1.672], [3.069, 3.732, 2.037], [3.986, 3.732, 2.414], [0.147, 3.501, -4.837], [-0.282, 2.312, -4.091], [-0.140, 3.247, -3.952], [-0.885, -0.828, -2.836], [-0.646, -0.877, -4.440], [-0.264, -0.902, -3.561], [-2.517, -1.841, -2.542], [-3.663, -2.643, -2.085], [-3.021, -2.616, -2.805], [3.065, -2.083, -4.078], [4.574, -1.990, -3.991], [3.805, -2.202, -3.473], [-2.962, 5.208, -1.506], [-2.417, 6.021, -1.343], [-0.759, -2.399, 5.803], [-1.610, -2.018, 6.019], [4.642, 0.766, 4.468], [5.361, 1.308, 3.329], [5.231, 0.491, 3.761], [-5.971, -1.035, 0.705], [-5.753, -1.648, -0.678], [-5.322, -1.158, 0.001], [-3.865, -5.297, 2.063], [-3.622, -3.723, 1.589], [-4.187, -4.395, 1.965], [0.359, -0.731, 3.910], [0.132, -2.115, 3.264], [0.754, -1.375, 3.315], [-3.663, -0.401, -3.217], [-4.100, 0.102, -2.529], [2.999, 0.138, -4.525], [1.442, 0.137, -3.973], [2.088, 0.393, -4.640], [1.274, 4.667, 0.321], [1.996, 3.329, 0.117], [2.165, 4.269, 0.306], [4.764, -1.453, 0.430], [3.313, -1.302, 0.874], [4.156, -0.834, 0.869], [-1.737, -2.288, 2.473], [-1.982, -2.263, 3.854], [-1.567, -2.882, 3.216], [-1.110, 2.153, 1.133], [-0.514, 3.523, 1.697], [-0.314, 2.659, 1.324], [-3.420, 3.687, -0.725], [-3.691, 3.434, -2.273], [-3.990, 3.825, -1.447], [-2.107, 0.640, 2.589], [-1.270, 0.196, 2.797], [1.265, -0.281, 1.909], [1.723, 1.070, 1.269], [1.082, 0.362, 1.176], [2.090, 4.971, 3.050], [1.203, 5.336, 3.106], [2.575, 2.659, 4.310], [1.752, 1.563, 4.963], [2.227, 1.761, 4.141], [-1.265, -2.829, 0.299], [-2.400, -3.592, -0.555], [-2.127, -2.720, -0.137], [0.617, -1.702, 0.400], [0.691, -3.145, 0.138], [0.439, -2.540, 0.861], [-0.267, 1.899, -6.701], [0.307, 0.844, -5.972], [-0.600, 1.131, -6.194], [3.793, -4.081, 0.197], [3.658, -3.579, -1.258], [3.753, -3.292, -0.353], [-3.212, -1.066, 1.151], [-3.845, -0.062, 0.379], [-3.177, -0.105, 1.095], [-0.481, 5.761, -0.261], [-0.129, 6.707, 0.874], [-0.028, 5.782, 0.606], [-5.439, 2.449, -2.238], [-4.786, 1.735, -3.386], [-5.501, 2.366, -3.192], [0.466, -5.455, 3.727], [-0.001, -4.103, 3.417], [0.258, -4.620, 4.225], [-3.561, 1.343, 3.795], [-4.379, 2.565, 3.405], [-4.471, 1.627, 3.608], [-4.301, -4.418, -1.835], [-3.568, -4.511, -1.223], [-0.667, -4.033, -3.519], [-1.657, -4.501, -2.725], [-0.698, -4.714, -2.806], [-0.846, 0.213, 1.932], [-1.901, 5.840, -2.137], [1.187, 5.917, 2.318], [-1.524, -1.113, 5.669], [-4.493, -0.404, -1.838], [-3.707, -5.118, -0.484], [2.925, -5.033, 1.477], [2.386, -5.497, 0.842], [2.307, -4.407, 1.870], [3.266, 1.483, -0.116], [2.812, 0.809, -0.646], [4.121, 1.192, 0.191], [3.525, -2.842, 2.396], [4.033, -2.032, 2.370], [2.653, -2.546, 2.759], [1.651, 4.599, -2.773], [1.897, 4.355, -1.867], [0.819, 4.079, -2.880], [0.647, -2.305, -1.858], [1.303, -2.175, -2.546], [-0.175, -2.761, -2.112], [5.959, 1.195, -3.100], [5.765, 0.874, -2.219], [5.826, 2.141, -3.067], [0.392, 1.225, -1.186], [0.905, 1.443, -0.377], [0.428, 0.262, -1.135]]
}



{
  "formula": "C21H43AuN2P3S",
  "method": "the ωB97M-V functional and the def2-TZVPD basis",
  "s_squared": 2.0324,
  "e_above_lowest_kj_mol": 24.1,
  "multiplicity": 3,
  "charge": 3,
  "species": ["Au", "P", "P", "P", "H", "C", "C", "H", "C", "C", "C", "C", "C", "C", "C", "C", "C", "H", "H", "H", "H", "H", "H", "H", "H", "H", "H", "H", "H", "H", "H", "H", "H", "H", "H", "H", "H", "H", "H", "H", "H", "H", "H", "H", "H", "H", "C", "C", "C", "C", "C", "C", "S", "H", "H", "H", "H", "H", "H", "C", "C", "N", "C", "C", "N", "H", "H", "H", "H", "H", "H"],
  "coordinates": [[-0.050, 0.330, 0.994], [-0.824, 2.298, 2.399], [-2.389, -0.354, 0.304], [2.328, 1.264, 0.680], [-0.082, -2.435, -8.416], [0.944, -2.663, -8.109], [1.281, -3.872, -7.642], [0.542, -4.675, -7.545], [-1.282, 3.725, 1.341], [-2.296, 1.964, 3.435], [0.409, 2.976, 3.568], [-2.466, -1.834, -0.766], [-3.560, -0.751, 1.657], [-3.207, 0.948, -0.700], [3.412, 0.383, -0.513], [3.376, 1.348, 2.180], [2.241, 2.980, 0.032], [1.688, -1.871, -8.241], [2.315, -4.118, -7.376], [-1.584, 4.577, 1.968], [-2.113, 3.451, 0.675], [-0.420, 4.016, 0.725], [-2.458, 2.782, 4.153], [-2.146, 1.027, 3.993], [-3.190, 1.865, 2.802], [-0.066, 3.751, 4.189], [1.253, 3.427, 3.027], [0.787, 2.182, 4.228], [-3.504, -2.190, -0.843], [-1.837, -2.633, -0.352], [-2.088, -1.588, -1.767], [-4.552, -0.320, 1.451], [-3.189, -0.362, 2.613], [-3.657, -1.843, 1.734], [-4.068, 0.515, -1.229], [-2.498, 1.345, -1.441], [-3.548, 1.771, -0.056], [4.411, 0.838, -0.561], [2.966, 0.385, -1.516], [3.508, -0.663, -0.189], [4.229, 2.024, 2.013], [3.758, 0.338, 2.389], [2.801, 1.697, 3.048], [3.227, 3.283, -0.346], [1.917, 3.687, 0.809], [1.519, 3.017, -0.796], [0.583, -1.090, -2.351], [0.413, 0.218, -2.856], [0.181, 0.414, -4.213], [0.100, -0.676, -5.086], [0.243, -1.976, -4.586], [0.482, -2.189, -3.237], [0.945, -1.456, -0.723], [-0.297, 1.391, -0.303], [0.468, 1.063, -2.169], [0.070, 1.429, -4.597], [-0.062, -0.519, -6.154], [0.185, -2.831, -5.256], [0.614, -3.188, -2.825], [0.785, -0.320, 4.838], [0.423, -1.401, 3.903], [0.100, -1.365, 2.606], [-0.163, -2.674, 2.226], [0.013, -3.499, 3.300], [0.377, -2.678, 4.345], [-0.066, 0.359, 4.980], [1.668, 0.216, 4.468], [1.033, -0.768, 5.809], [-0.432, -2.944, 1.210], [-0.092, -4.567, 3.372], [0.591, -2.970, 5.292]]
}



Here are the calculated E numbers, same order: -9671.918, -154845.257, -10112.225, -62936.853, -83197.919, -67822.236 (eV).